Below is a molecular structure, C23H22ClN2OPPdS4 in a non-equilibrium geometry, with properties calculated with ωB97M-V with the def2-TZVPD basis set.

As for the total energy: -3596.00606 Eh. The energy above the lowest of the compared OMol25 structures with the same formula, charge and spin is 17.6 kcal/mol. As for the expectation value of S²: 6.0264. The spin multiplicity is 5. The value obtained for the HOMO-LUMO gap (spin up / spin down) is 0.317 / 0.228 Eh. The HOMO energy (spin up / spin down) comes out at -13.76 / -14.69 eV. Its charge is +2. The value obtained for the LUMO energy (spin up / spin down) is -5.12 / -8.48 eV.

Each line ends with the Löwdin spin population.
Geometry (Å):
Pd -0.14 -0.08 0.22  1.30
O -3.73 -2.75 5.71  0.07
C -3.16 -2.30 4.79  0.02
S -3.67 -2.55 3.08  0.07
C -2.38 -1.64 2.35  0.22
C -1.47 -1.03 3.20  0.22
S -0.16 -0.07 2.73  0.53
S -1.70 -1.27 4.91  0.07
S -2.33 -1.60 0.65  0.60
N 2.27 -0.18 0.06  0.12
C 2.81 -1.49 -0.31  0.01
C 1.93 -2.56 0.34  0.01
N 0.54 -2.31 -0.08  0.15
H 2.68 0.54 -0.54  0.00
H 2.52 0.04 1.03  0.00
H 3.85 -1.61 0.02  0.00
H 2.77 -1.60 -1.39  0.00
H 1.99 -2.49 1.43  0.00
H 2.27 -3.55 0.03  0.01
H -0.09 -2.95 0.40  0.00
H 0.46 -2.50 -1.09  0.00
Cl 0.73 2.33 0.07  0.11
C -0.45 3.58 0.19  0.01
C -0.08 4.90 0.37  0.00
C -1.08 5.86 0.47  0.01
C -2.41 5.50 0.44  0.00
C -2.78 4.17 0.27  0.02
C -1.79 3.20 0.11  0.03
P -2.14 1.45 -0.27  0.25
C -3.88 1.26 0.16  0.03
C -4.89 1.11 -0.78  0.02
C -6.21 1.03 -0.35  0.00
C -6.51 1.06 1.00  0.02
C -5.50 1.17 1.94  0.00
C -4.18 1.27 1.53  0.01
C -1.93 1.30 -2.07  0.03
C -2.04 2.40 -2.92  0.01
C -1.89 2.21 -4.29  0.00
C -1.61 0.96 -4.80  0.01
C -1.49 -0.13 -3.95  0.00
C -1.63 0.04 -2.58  0.02
H 0.96 5.18 0.42  0.00
H -0.80 6.89 0.60  0.00
H -3.17 6.25 0.55  0.00
H -3.82 3.88 0.24  0.00
H -4.66 1.09 -1.84  0.00
H -7.00 0.94 -1.08  0.00
H -7.54 0.98 1.33  0.00
H -5.73 1.19 3.00  0.00
H -3.38 1.38 2.25  0.00
H -2.26 3.38 -2.53  0.00
H -1.99 3.06 -4.95  0.00
H -1.50 0.82 -5.87  0.00
H -1.28 -1.11 -4.35  0.00
H -1.56 -0.83 -1.92  0.00

***

Below is a molecular structure, C23H22LiNO6 in a non-equilibrium geometry, with properties calculated with ωB97M-V with the def2-TZVPD basis set.

As for the total energy: -1403.27762 Eh. As for the expectation value of S²: 0.7875. The spin multiplicity is 2. The value obtained for the HOMO-LUMO gap (spin up / spin down) is 0.128 / 0.249 Eh. The HOMO energy (spin up / spin down) comes out at -2.09 / -5.37 eV. Its charge is -1. The value obtained for the LUMO energy (spin up / spin down) is 1.40 / 1.40 eV.

Each line ends with the Löwdin spin population.
Geometry (Å):
C -3.97 -1.34 1.19  0.00
C -3.67 0.13 1.09  0.00
O -2.24 0.37 1.11  0.01
C -2.01 1.70 1.00  0.03
C -0.57 2.06 1.03  0.10
C 0.38 1.12 0.92  0.07
C 1.79 1.35 0.98  0.10
C 2.36 2.34 1.82  0.03
C 3.72 2.56 1.84  0.04
C 4.59 1.81 1.03  0.08
N 5.98 2.05 1.05  0.12
O 6.72 1.40 0.27  0.13
O 6.44 2.90 1.84  0.13
C 4.04 0.82 0.19  0.04
C 2.68 0.59 0.18  0.02
C -0.22 3.53 1.01  0.02
O 0.57 3.96 0.19  0.02
O -0.80 4.30 1.95  0.01
C -0.39 5.69 1.77  0.00
C -1.14 6.58 2.71  0.00
O -2.89 2.53 0.87  0.04
H -5.05 -1.51 1.18  0.00
H -3.53 -1.90 0.36  0.00
H -3.57 -1.76 2.13  0.00
H -4.04 0.56 0.16  0.00
H -4.08 0.70 1.92  0.00
H 0.04 0.10 0.78  0.01
H 1.70 2.95 2.43  0.00
H 4.15 3.34 2.46  0.00
H 4.71 0.28 -0.46  0.00
H 2.26 -0.15 -0.50  0.00
H 0.69 5.72 1.94  0.00
H -0.59 5.93 0.72  0.00
H -0.84 7.63 2.57  0.00
H -2.22 6.53 2.55  0.00
H -0.95 6.33 3.75  0.00
C -2.58 -4.79 -2.93  0.00
Li -0.54 -4.14 -3.72  0.00
C -2.59 -3.50 -2.33  0.00
C -1.39 -3.31 -1.62  0.00
C -0.52 -4.45 -1.79  0.00
C -1.31 -5.48 -2.61  0.00
C -0.58 -6.31 -3.50  0.00
C 0.82 -6.22 -3.61  0.00
C 1.54 -5.28 -2.87  0.00
C 0.88 -4.39 -1.99  0.00
H -3.45 -5.43 -2.80  0.00
H -3.45 -2.82 -2.27  0.00
H -1.17 -2.43 -0.98  0.00
H -1.15 -6.95 -4.19  0.00
H 1.36 -6.90 -4.29  0.00
H 2.64 -5.22 -2.97  0.00
H 1.44 -3.57 -1.51  0.00